No. 1
Formula: C28H25BrNO9P3RuSe
Source: OMol25
Level of theory: wB97M-V/def2-TZVPD

Geometry (Å):
Ru (-1.08, -0.62, 0.15)
C (-2.51, -3.50, 2.94)
C (-3.26, -2.20, 2.71)
O (-4.31, -2.08, 3.65)
P (-2.10, -0.74, 2.81)
O (-2.71, 0.35, 1.96)
O (-2.14, -0.24, 4.33)
O (-0.69, -1.11, 2.44)
P (-3.97, -2.07, 1.01)
O (-4.52, -3.56, 0.76)
O (-5.12, -1.11, 0.98)
O (-2.85, -1.85, 0.01)
H (-2.20, -3.56, 3.98)
H (-1.62, -3.53, 2.31)
H (-3.15, -4.34, 2.70)
H (-4.90, -1.38, 3.35)
H (-2.50, 1.88, 1.84)
H (-1.51, -0.74, 4.86)
H (-5.34, -3.52, 0.24)
C (1.03, 0.45, -4.98)
C (0.48, 1.33, -4.07)
C (0.60, 1.08, -2.71)
C (1.27, -0.05, -2.26)
C (1.84, -0.92, -3.18)
C (1.72, -0.67, -4.54)
P (1.32, -0.38, -0.47)
C (3.07, -0.15, -0.01)
C (3.51, -0.67, 1.21)
C (4.85, -0.65, 1.53)
C (5.77, -0.09, 0.64)
C (5.33, 0.47, -0.55)
C (3.98, 0.45, -0.88)
C (1.14, -2.18, -0.41)
C (2.05, -3.23, -0.37)
C (1.54, -4.53, -0.35)
C (0.17, -4.75, -0.39)
C (-0.73, -3.69, -0.40)
C (-0.23, -2.40, -0.39)
H (0.92, 0.63, -6.04)
H (-0.05, 2.21, -4.41)
H (0.16, 1.75, -1.98)
H (2.38, -1.80, -2.84)
H (2.16, -1.36, -5.26)
H (2.78, -1.10, 1.89)
H (5.19, -1.07, 2.46)
H (6.82, -0.09, 0.88)
H (6.04, 0.91, -1.23)
H (3.64, 0.88, -1.81)
H (3.11, -3.05, -0.34)
H (2.22, -5.37, -0.30)
H (-0.21, -5.76, -0.38)
H (-1.80, -3.88, -0.40)
Br (0.91, 8.28, -0.92)
C (0.26, 6.57, -0.40)
C (1.15, 5.52, -0.29)
C (0.68, 4.28, 0.11)
C (-0.67, 4.11, 0.41)
C (-1.55, 5.18, 0.28)
C (-1.09, 6.41, -0.13)
C (-1.15, 2.79, 0.90)
O (-2.27, 2.83, 1.56)
O (-0.50, 1.76, 0.71)
H (2.20, 5.67, -0.50)
H (1.35, 3.43, 0.20)
H (-2.60, 5.03, 0.50)
H (-1.77, 7.25, -0.24)
Se (-4.97, 1.21, -0.54)
C (-3.33, 0.79, -1.00)
N (-2.24, 0.52, -1.33)

Output
charge	0
spin multiplicity	5
energy above the lowest of the compared OMol25 structures with the same formula, charge and spin	1.5492	eV
E_LUMO (spin up / spin down)	-0.60 / -2.59	eV
HOMO-LUMO gap (spin up / spin down)	0.2695 / 0.2322	hartree

These are the natural (NBO) partial charges, in e, on atoms 1 to 8: 1.15 -0.63 -0.47 -0.71 2.35 -1.18 -0.98 -1.12

=====

No. 2
Formula: C28H25BrNPZn
Source: OMol25
Level of theory: wB97M-V/def2-TZVPD

Geometry (Å):
C (2.33, -1.22, -2.43)
C (2.89, -0.19, -1.62)
C (3.04, -0.72, -0.30)
H (3.09, 0.82, -1.95)
C (2.61, -2.07, -0.32)
C (2.20, -2.39, -1.63)
H (1.88, -3.37, -2.00)
H (2.11, -1.15, -3.51)
H (3.44, -0.16, 0.54)
H (2.69, -2.75, 0.53)
Zn (-0.29, -1.10, -2.52)
Br (-0.13, 0.75, -4.04)
C (-2.43, -2.75, -4.42)
C (-1.54, -3.85, -4.19)
C (-0.43, -3.69, -5.07)
H (-1.79, -4.76, -3.63)
C (-0.64, -2.50, -5.83)
C (-1.90, -1.95, -5.47)
H (-2.33, -1.01, -5.84)
H (-3.37, -2.54, -3.91)
H (0.33, -4.45, -5.30)
H (0.04, -2.09, -6.59)
N (-0.15, -0.27, -0.57)
P (-0.12, 0.77, 0.69)
C (-1.88, 0.94, 1.18)
C (-2.50, 2.06, 1.74)
C (-3.88, 2.06, 2.02)
C (-4.67, 0.94, 1.72)
C (-4.03, -0.20, 1.22)
C (-2.66, -0.19, 0.96)
C (0.69, -0.11, 2.07)
C (1.67, 0.43, 2.91)
C (2.24, -0.35, 3.92)
C (1.89, -1.70, 4.05)
C (0.91, -2.24, 3.21)
C (0.31, -1.43, 2.24)
C (0.49, 2.48, 1.07)
C (1.24, 3.29, 0.19)
C (1.72, 4.53, 0.60)
C (1.47, 5.02, 1.89)
C (0.72, 4.24, 2.79)
C (0.26, 2.99, 2.38)
H (-1.97, 2.99, 1.94)
H (-4.34, 2.94, 2.45)
H (-5.74, 0.93, 1.95)
H (-4.59, -1.11, 1.03)
H (-2.22, -1.08, 0.50)
H (2.00, 1.46, 2.82)
H (2.96, 0.10, 4.60)
H (2.37, -2.31, 4.82)
H (0.61, -3.27, 3.33)
H (-0.44, -1.84, 1.58)
H (1.46, 2.94, -0.82)
H (2.30, 5.13, -0.09)
H (1.86, 6.00, 2.20)
H (0.52, 4.60, 3.80)
H (-0.31, 2.38, 3.09)

Output
charge	-2
E_LUMO	4.28	eV
HOMO-LUMO gap	0.1841	hartree

These are the natural (NBO) partial charges, in e, on atoms 1 to 8: -0.45 -0.34 -0.32 0.18 -0.37 -0.38 0.20 0.22

=====

No. 3
Formula: C28H25CaN10OS2Se
Source: OMol25
Level of theory: wB97M-V/def2-TZVPD

Geometry (Å):
Ca (-0.40, 0.61, -0.41)
N (-0.11, -1.41, -4.72)
C (-0.37, -0.73, -3.53)
S (0.12, -1.58, -2.06)
N (-0.95, 0.42, -3.70)
N (-1.09, 1.18, -2.53)
C (-1.97, 2.10, -2.62)
C (-2.28, 3.13, -1.61)
C (-3.40, 3.93, -1.89)
C (-3.81, 4.94, -1.04)
C (-3.08, 5.15, 0.14)
C (-1.97, 4.39, 0.43)
C (-1.53, 3.36, -0.43)
O (-0.45, 2.67, -0.13)
H (-0.09, -2.41, -4.63)
H (-0.66, -1.06, -5.50)
H (-2.55, 2.15, -3.55)
H (-3.95, 3.73, -2.80)
H (-4.69, 5.53, -1.27)
H (-3.40, 5.92, 0.83)
H (-1.42, 4.54, 1.35)
N (2.14, 2.15, 1.70)
C (0.93, 1.81, 2.32)
C (0.42, 2.69, 3.27)
C (-0.75, 2.36, 3.91)
C (-1.37, 1.15, 3.64)
C (-0.78, 0.32, 2.71)
N (0.35, 0.64, 2.04)
C (2.73, 1.79, 0.49)
C (3.98, 2.36, 0.23)
C (4.62, 2.06, -0.95)
C (4.01, 1.19, -1.85)
C (2.78, 0.67, -1.51)
N (2.13, 0.95, -0.36)
H (2.56, 2.96, 2.11)
H (0.93, 3.63, 3.47)
H (-1.19, 3.05, 4.62)
H (-2.30, 0.86, 4.10)
H (-1.20, -0.65, 2.47)
H (4.43, 3.03, 0.95)
H (5.59, 2.49, -1.17)
H (4.46, 0.92, -2.79)
H (2.26, -0.02, -2.17)
C (-3.12, -4.37, -0.37)
N (-1.67, -4.50, -0.31)
C (-0.89, -4.99, -1.34)
C (0.39, -4.81, -1.00)
N (0.39, -4.18, 0.25)
C (-0.91, -4.01, 0.71)
S (-1.45, -3.49, 2.20)
C (1.56, -3.63, 0.84)
C (2.76, -4.34, 0.78)
C (3.87, -3.76, 1.38)
C (3.73, -2.53, 2.01)
C (2.48, -1.92, 1.99)
N (1.42, -2.46, 1.40)
H (-3.58, -5.34, -0.50)
H (-3.39, -3.71, -1.20)
H (-3.45, -3.93, 0.56)
H (-1.32, -5.40, -2.24)
H (1.29, -4.97, -1.56)
H (2.81, -5.31, 0.31)
H (4.82, -4.27, 1.36)
H (4.57, -2.04, 2.49)
H (2.32, -0.95, 2.44)
Se (-5.20, 1.11, 1.26)
C (-3.57, 0.57, 0.67)
N (-2.53, 0.21, 0.29)

Output
charge	-1
E_LUMO	2.31	eV
HOMO-LUMO gap	0.2432	hartree

These are the natural (NBO) partial charges, in e, on atoms 1 to 8: 1.73 -0.83 0.29 -0.61 -0.46 -0.41 0.15 -0.24

=====

Which E belongs to each record? In order, -7908.4700 -5831.3314 -5580.4746 Eh.